This record from the Open Molecules 2025 dataset describes the molecule C18H34O3. The level of theory is ωB97M-V with the def2-TZVPD basis set.

Its SMILES is CCCCCCCCCCCCC(=O)CCCCC(=O)O. For the gap between HOMO and LUMO, the calculation gives 10.3062 eV. The maximum force comes out at 0.670 eV/A. The value obtained for the LUMO energy is 0.82 eV.

Positions of all 55 atoms, in Å:
C: 1.49124 5.93026 6.89360
C: 2.33500 5.84634 5.62748
C: 1.64830 5.02239 4.54068
C: 2.49611 4.93103 3.27377
C: 1.79597 4.20491 2.12454
C: 1.59202 2.71390 2.38402
C: 0.97729 2.00556 1.17918
C: 0.76217 0.51678 1.44036
C: 0.13398 -0.19393 0.24368
C: -0.09968 -1.67575 0.52914
C: -0.63963 -2.45179 -0.67171
C: -2.05310 -2.01078 -1.07838
C: -2.58144 -2.96018 -2.13145
O: -3.21642 -3.94491 -1.84846
C: -2.23555 -2.57760 -3.55445
C: -2.41226 -3.72910 -4.54083
H: -3.40296 -4.16435 -4.39606
C: -1.35153 -4.80889 -4.33653
C: -1.53189 -5.96967 -5.31051
C: -1.19455 -5.58937 -6.72888
O: -0.54044 -4.64384 -7.07673
O: -1.70409 -6.46724 -7.60622
H: -1.45825 -6.22276 -8.51240
H: -0.86776 -6.79550 -5.04163
H: -2.55330 -6.35172 -5.28792
H: -0.36010 -4.37628 -4.48543
H: -1.41760 -5.18740 -3.31597
H: -2.34480 -3.34613 -5.56004
H: -1.21430 -2.19442 -3.58823
H: -2.90143 -1.75237 -3.82418
H: -2.03269 -0.99255 -1.46512
H: -2.70213 -2.05797 -0.20243
H: 0.04005 -2.32884 -1.51790
H: -0.66992 -3.51407 -0.41880
H: -0.79408 -1.77717 1.36599
H: 0.84796 -2.12802 0.83162
H: -0.81377 0.29161 0.00436
H: 0.79100 -0.09072 -0.62334
H: 0.11354 0.39431 2.31108
H: 1.72133 0.04986 1.67647
H: 0.01897 2.47217 0.93829
H: 1.63114 2.12999 0.31256
H: 2.55500 2.25459 2.61974
H: 0.93746 2.57534 3.24602
H: 2.39733 4.32240 1.21934
H: 0.82729 4.67496 1.93853
H: 2.74390 5.94413 2.94647
H: 3.43508 4.42146 3.50317
H: 1.45322 4.02105 4.92825
H: 0.68587 5.47924 4.29745
H: 3.30124 5.39493 5.86465
H: 2.52535 6.85426 5.25120
H: 0.53007 6.39363 6.68113
H: 1.30912 4.93648 7.29728
H: 1.99664 6.52175 7.65356

Cartesian forces, eV/Å:
0.22 0.06 -0.13
-0.31 -0.15 0.05
0.47 0.16 -0.05
-0.37 -0.01 -0.09
0.27 -0.13 0.25
-0.15 0.26 -0.39
0.12 -0.23 0.44
-0.13 0.24 -0.44
0.07 -0.24 0.43
0.05 0.10 -0.38
-0.10 0.05 0.22
0.03 -0.28 0.16
0.17 0.62 0.04
-0.09 -0.21 0.02
-0.24 -0.52 -0.35
0.20 0.08 0.18
-0.03 0.00 -0.05
-0.19 -0.04 -0.23
0.13 0.20 0.16
0.07 0.07 -0.05
0.11 0.17 0.04
-0.31 -0.50 -0.25
0.12 0.19 0.25
-0.06 -0.07 -0.06
0.02 -0.07 0.01
0.03 0.00 0.06
0.05 -0.03 0.00
-0.05 0.01 -0.02
0.03 0.13 0.03
0.06 0.12 0.07
-0.04 0.07 -0.02
-0.06 0.03 -0.03
0.07 -0.06 -0.04
0.01 -0.03 -0.07
0.00 -0.05 0.09
0.01 -0.01 0.09
-0.03 0.07 -0.09
-0.01 0.04 -0.11
0.01 -0.04 0.09
0.03 -0.05 0.08
-0.04 0.05 -0.08
-0.01 0.05 -0.09
0.05 -0.05 0.09
0.02 -0.07 0.10
-0.06 0.01 -0.08
-0.05 0.05 -0.08
0.09 0.03 0.04
0.10 0.03 0.00
-0.11 -0.05 0.03
-0.11 -0.03 0.00
0.08 0.04 -0.04
0.09 0.01 -0.04
-0.12 0.04 0.03
-0.06 -0.09 0.08
-0.03 0.04 0.14

This record from the Open Molecules 2025 dataset describes a structure of composition C18H35BCrGeN4O3 at a distorted geometry. The level of theory is ωB97M-V with the def2-TZVPD basis set.

Its expectation value of S² is 8.772. The spin multiplicity is 6. For the gap between HOMO and LUMO (spin up / spin down), the calculation gives 8.1048 / 3.5210 eV. The maximum force comes out at 4.043 eV/A. As for the total charge: +1. The value obtained for the LUMO energy (spin up / spin down) is -2.82 / -7.38 eV.

Positions of all 63 atoms, in Å:
Cr: 0.78060 -0.45130 -0.52440
C: -0.73670 3.77750 -0.68310
C: 0.38190 2.75910 -0.42500
C: 1.61220 3.15890 -1.26160
C: 0.66320 2.69710 1.08290
O: -0.01970 1.47750 -0.86650
Ge: -1.92050 0.82480 -0.78980
O: -1.70730 0.04900 0.91620
C: -2.71840 -0.01680 1.89190
C: -2.88720 1.34480 2.57240
C: -2.30190 -1.06240 2.94510
C: -4.04410 -0.46260 1.25970
O: -1.02960 -0.75260 -1.55270
C: -1.31070 -1.40560 -2.77820
C: -2.15490 -2.65990 -2.50980
C: -2.09930 -0.46190 -3.69660
C: 0.01480 -1.79110 -3.44690
H: -0.39970 4.78450 -0.44810
H: -1.60050 3.53990 -0.06000
H: -1.03990 3.73710 -1.72830
H: 2.24620 3.85630 -0.72460
H: 1.29150 3.63000 -2.18520
H: 2.19560 2.27980 -1.52720
H: 1.23450 3.55860 1.41710
H: 1.19940 1.78090 1.33080
H: -0.28280 2.67660 1.62130
H: -1.95540 1.64510 3.04760
H: -3.66280 1.30050 3.32950
H: -3.16580 2.08890 1.82320
H: -1.33580 -0.80790 3.36810
H: -2.24260 -2.05360 2.50070
H: -3.04440 -1.07810 3.73640
H: -4.38830 0.31170 0.57130
H: -4.79780 -0.62150 2.02650
H: -3.89990 -1.38770 0.70110
H: -3.01150 -2.39300 -1.89280
H: -1.56900 -3.41730 -1.99380
H: -2.51110 -3.07920 -3.44630
H: -3.07000 -0.24460 -3.24700
H: -2.25560 -0.91330 -4.67100
H: -1.55170 0.47290 -3.81650
H: 0.58640 -2.45860 -2.80180
H: 0.60010 -0.89450 -3.65070
H: -0.18320 -2.30510 -4.38390
B: 3.39620 -2.73800 -0.35770
N: 3.65710 -1.26310 -0.12370
C: 4.91880 -0.80970 0.03310
C: 4.86930 0.53970 0.28370
C: 3.50700 0.84450 0.25930
N: 2.77760 -0.24870 0.00070
N: 1.97860 -3.14730 -0.06760
C: 1.60020 -4.40820 0.22920
C: 0.24420 -4.40840 0.45620
C: -0.14370 -3.07780 0.26450
N: 0.91810 -2.33700 -0.05780
H: 3.67720 -3.02220 -1.48950
H: 4.12180 -3.36450 0.35240
H: 5.75500 -1.47830 -0.01230
H: 5.68430 1.21590 0.44520
H: 3.06050 1.79920 0.43870
H: 2.31710 -5.19900 0.27810
H: -0.36810 -5.24300 0.72380
H: -1.12260 -2.63910 0.32420

Cartesian forces, eV/Å:
0.38 0.69 -0.35
0.20 -0.52 -0.09
0.44 1.27 0.42
-0.30 -0.28 0.01
-0.18 -0.19 -0.31
-2.24 -1.14 -0.33
3.48 -1.91 0.75
-0.07 0.82 -1.59
-1.11 -0.01 0.98
0.25 -0.30 -0.31
0.20 0.10 -0.47
0.55 0.00 0.00
-0.82 1.80 1.26
-0.48 -0.78 -1.29
0.33 0.34 0.12
0.39 0.00 0.52
-0.22 0.22 0.40
-0.07 0.04 0.03
-0.16 0.09 0.18
0.03 0.10 -0.14
0.07 0.11 0.07
-0.01 0.05 -0.17
0.08 0.04 0.04
0.05 0.05 0.05
0.09 0.08 0.10
-0.03 -0.01 0.13
0.04 0.06 0.02
-0.13 0.03 0.07
-0.05 0.15 0.01
0.14 0.03 0.09
0.02 -0.06 -0.01
-0.07 0.02 0.08
-0.19 0.13 -0.09
-0.10 0.03 -0.05
-0.04 -0.08 0.02
-0.16 -0.04 0.03
0.00 -0.03 0.04
-0.06 -0.04 -0.09
-0.21 -0.01 -0.02
-0.08 0.02 -0.09
0.08 0.10 -0.14
0.04 -0.04 0.00
0.11 0.03 -0.09
0.02 -0.02 -0.07
0.92 -0.74 -0.84
0.92 0.62 0.38
-0.92 -0.10 0.05
-0.60 0.41 -0.06
0.74 0.10 0.08
0.05 0.23 -0.02
-0.55 -1.00 0.56
0.07 1.04 -0.07
-0.47 0.56 -0.09
-0.25 -0.91 0.19
-0.19 -0.87 0.12
-0.10 0.08 -0.42
0.10 -0.11 0.28
0.05 -0.20 -0.05
0.11 0.07 0.08
-0.15 0.10 -0.02
0.26 -0.15 0.00
-0.18 -0.16 0.06
-0.07 0.10 0.03

This record from the Open Molecules 2025 dataset describes a structure of composition C18H35BrCl2CsF3LiN2NaO3 at a distorted geometry. The level of theory is ωB97M-V with the def2-TZVPD basis set.

Its expectation value of S² is 0.753. The spin multiplicity is 2. For the gap between HOMO and LUMO, the calculation gives 3.9223 eV. The maximum force comes out at 17.897 eV/A. As for the total charge: +1. The value obtained for the LUMO energy is -4.18 eV.

Positions of all 67 atoms, in Å:
C: -1.03053 -1.47854 2.47082
C: -0.03779 -0.29343 2.03989
C: 0.99328 -0.10493 3.25840
C: -0.81404 1.06715 1.96119
C: -1.30655 1.41026 0.52289
C: -0.40968 2.57330 -0.04218
N: 1.03891 2.40688 0.22273
C: -2.76065 1.99588 0.51307
C: -3.81521 1.06128 1.14887
O: -4.76550 0.73094 0.11935
C: -5.47551 -0.46976 0.47978
C: -6.82706 -0.61342 -0.30993
F: -6.94871 -1.88746 -0.70343
F: -6.82256 0.17074 -1.39500
F: -7.84584 -0.32328 0.49087
C: -1.31384 0.13797 -0.37078
C: 0.00075 -0.69439 -0.36441
C: 0.90067 -0.15983 -1.54755
C: -0.30710 -2.19227 -0.75480
N: 0.78232 -0.56040 0.86475
O: 1.66404 -1.60431 1.05116
H: -1.82550 -1.01264 3.08176
H: -1.54207 -1.98760 1.64630
H: -0.49170 -2.16046 3.17344
H: 1.44933 -1.08858 3.54345
H: 0.42790 0.22451 4.15019
H: 1.80210 0.59430 3.01345
H: -0.12714 1.82716 2.37186
H: -1.65962 1.04047 2.67497
H: -0.54949 2.63415 -1.13816
H: -0.75222 3.52440 0.40105
H: 1.31303 3.21218 0.78424
H: 1.58501 2.52441 -0.63618
H: -3.03259 2.17061 -0.54276
H: -2.75094 2.98611 1.00078
H: -4.35869 1.64218 1.91925
H: -3.38059 0.16694 1.62367
H: -4.81820 -1.32061 0.23776
H: -5.68867 -0.43132 1.56071
H: -2.11261 -0.54906 -0.01753
H: -1.56261 0.35154 -1.42522
H: 0.58436 -0.73512 -2.44252
H: 1.96283 -0.38984 -1.39284
H: 0.71413 0.89116 -1.79213
H: 0.40642 -2.57916 -1.49502
H: -1.32897 -2.25538 -1.17663
H: -0.28410 -2.86989 0.11213
C: 3.15491 1.18879 -4.55794
C: 3.26146 2.59951 -3.95100
O: 2.62353 2.62310 -2.74287
H: 2.11325 0.89929 -4.72419
H: 3.66469 1.15147 -5.52929
H: 3.62313 0.44240 -3.91326
H: 2.87779 3.28727 -4.74990
H: 4.34276 2.83621 -3.95198
Li: 0.83385 3.77409 -3.40850
Cl: 5.49264 -4.55975 -0.81377
C: 5.84562 -3.54423 0.59290
C: 5.11013 -2.20375 0.53738
Cl: 5.72451 -1.15697 -0.74802
H: 6.93026 -3.40506 0.64874
H: 5.53285 -4.10088 1.47174
H: 5.24832 -1.66771 1.47354
H: 4.03317 -2.34167 0.38048
Cs: 5.53332 -2.87039 2.74063
Br: -6.17573 2.35231 -0.79104
Na: 1.35071 -2.88682 3.14467

Cartesian forces, eV/Å:
0.25 1.11 0.61
0.84 -0.41 1.49
-1.09 -0.75 -0.17
0.17 -0.48 -0.26
-0.08 0.69 -0.35
0.49 -0.55 -0.19
-0.20 1.14 -0.04
0.68 -0.48 0.12
-0.13 1.70 -0.15
0.32 -2.26 0.66
0.11 0.43 -0.23
1.91 -0.04 0.62
-0.28 -0.10 -0.10
-0.93 -2.57 -0.24
-0.43 0.19 -0.30
0.32 -0.57 0.82
0.97 -0.29 -1.86
-0.87 -0.80 -0.31
-0.53 0.11 0.49
-1.30 1.00 0.51
0.79 -1.39 0.94
0.36 -0.38 -0.05
0.52 -0.09 0.22
-1.09 0.14 -0.62
-0.08 1.53 -0.03
0.30 0.05 -0.34
-0.34 -0.20 -0.07
-0.32 -0.05 -0.55
0.31 -0.11 -0.32
-0.31 0.00 0.29
-0.09 -0.35 -0.17
0.14 -0.30 0.02
-0.07 -0.41 0.09
-0.07 -0.06 0.43
-0.13 -0.45 -0.04
0.11 -0.47 -0.12
-0.18 0.13 -0.43
-0.39 0.11 0.11
-0.15 -0.24 -0.40
0.16 0.49 -0.06
0.06 0.17 0.42
0.20 0.42 0.20
-0.32 0.36 0.14
0.50 -0.22 0.28
-0.23 0.12 0.33
0.47 0.02 -0.05
0.08 0.27 -0.24
0.28 0.13 -0.61
0.04 -1.27 -0.59
-1.73 1.72 0.00
-0.01 0.03 0.13
-0.02 -0.07 0.00
-0.08 0.10 0.13
-0.26 0.24 0.11
-0.03 0.19 0.46
1.64 -1.01 0.57
0.08 0.30 -0.11
0.38 -2.29 -4.63
-0.78 1.96 -3.73
-0.03 -0.31 -0.03
0.01 -0.03 -0.04
0.30 -3.08 -4.89
-0.93 2.93 -4.83
-0.20 0.05 0.12
0.89 0.79 17.86
0.06 3.75 0.23
-0.05 -0.30 -1.27

This record from the Open Molecules 2025 dataset describes a cluster of 5 separate species, C18H35F3O14 in total at a distorted geometry. The level of theory is ωB97M-V with the def2-TZVPD basis set.

For the gap between HOMO and LUMO, the calculation gives 4.5282 eV. The maximum force comes out at 5.446 eV/A. As for the total charge: -2. The value obtained for the LUMO energy is 3.95 eV.

Positions of all 70 atoms, in Å:
O: 16.58325 -20.94086 11.56493
C: 16.80887 -20.94750 10.28579
O: 17.76762 -20.27542 9.92628
O: 16.14736 -21.64486 9.55378
H: 17.44230 -20.51242 11.55632
O: 14.35582 -23.72169 8.05359
C: 14.59479 -23.60704 6.72903
O: 15.33111 -22.70758 6.27501
O: 14.11166 -24.44052 5.98994
H: 15.02793 -23.08501 8.30756
C: 21.02425 -20.60191 4.12308
O: 20.82148 -21.36414 5.29981
C: 21.86355 -22.21930 5.64369
C: 21.55227 -23.04935 6.90243
O: 21.00274 -22.31152 8.01292
C: 21.01973 -23.10539 9.20425
C: 20.06677 -24.32552 9.13208
O: 18.77897 -23.83907 8.82877
C: 17.72142 -24.81734 8.88152
H: 21.84269 -19.88729 4.03606
H: 20.18323 -19.94096 3.91351
H: 20.93063 -21.19253 3.21176
H: 22.77496 -21.63697 5.77906
H: 22.07063 -22.93892 4.85163
H: 22.45047 -23.60330 7.17534
H: 20.74104 -23.69110 6.55868
H: 20.59938 -22.43019 9.94957
H: 22.05640 -23.37597 9.40478
H: 20.16366 -24.78138 10.11743
H: 20.40206 -25.08821 8.42924
H: 17.85458 -25.56023 8.09508
H: 16.73979 -24.34512 8.92054
H: 17.89819 -25.44490 9.75503
C: 15.33864 -15.95397 9.17891
O: 15.65315 -16.42984 7.90581
C: 15.55133 -17.88780 7.83457
C: 16.01278 -18.31962 6.43906
O: 17.36035 -18.58335 6.47957
C: 18.21159 -17.44352 6.19298
C: 19.53581 -17.56420 6.96328
O: 20.19133 -18.86116 6.94131
C: 21.47054 -18.86886 7.53840
H: 14.27310 -16.00048 9.40377
H: 15.57330 -14.88953 9.17776
H: 15.97651 -16.45111 9.90970
H: 14.52213 -18.21641 7.97904
H: 16.15628 -18.48692 8.51514
H: 15.68539 -17.66216 5.63366
H: 15.54310 -19.28027 6.22776
H: 17.78823 -16.44958 6.33775
H: 18.45155 -17.55091 5.13516
H: 19.22814 -17.27697 7.96873
H: 20.24861 -16.83533 6.57758
H: 21.34779 -18.27140 8.44177
H: 22.21059 -18.36084 6.92007
H: 21.96150 -19.80670 7.79824
C: 20.47599 -19.80606 12.73331
C: 19.96462 -20.84270 13.69475
O: 18.88398 -20.15317 14.37364
C: 18.85260 -20.03632 15.74734
O: 19.66928 -20.53726 16.56279
C: 17.58199 -19.31746 16.16000
F: 17.62262 -19.10559 17.47513
F: 17.50684 -18.09512 15.51085
F: 16.42116 -19.96658 15.91300
H: 21.02901 -19.03803 13.27406
H: 19.62132 -19.37425 12.21257
H: 21.14854 -20.14974 11.94740
H: 20.83927 -20.90563 14.34216
H: 19.74613 -21.81107 13.24462

Cartesian forces, eV/Å:
-0.60 -0.07 3.90
-1.51 -2.17 -4.76
3.25 2.71 -0.24
-2.33 -1.65 -1.17
1.20 1.25 2.66
0.41 0.31 0.80
0.91 0.41 -2.77
0.62 1.39 1.36
-2.27 -2.96 -1.06
0.19 0.92 1.46
-1.35 0.09 -0.64
-0.21 0.80 -0.55
0.48 0.40 0.78
-1.78 0.97 -0.39
1.42 -0.46 -0.68
-1.31 0.36 -1.23
-0.03 0.98 -0.05
0.05 -0.39 0.26
1.45 -0.29 0.41
0.82 -0.49 0.64
-0.52 -0.01 1.03
0.79 -0.71 -0.09
0.39 0.23 0.14
0.04 -0.31 -0.28
0.11 -0.21 0.10
0.13 -0.65 0.17
0.19 -0.06 0.19
0.13 -0.34 0.38
-0.43 -0.29 0.49
0.09 -0.12 -0.41
-0.38 0.31 -0.73
0.36 0.10 -0.27
-0.31 0.12 0.73
0.49 0.62 -0.17
0.03 -1.31 -0.01
-0.50 0.37 -1.54
-1.33 -0.78 1.02
2.21 1.58 -0.40
0.83 -2.41 -0.90
0.01 -0.69 0.58
-0.85 0.02 -0.75
-0.40 1.57 0.38
-0.18 -0.52 0.21
0.18 0.16 0.07
-0.32 -0.06 0.43
-0.35 0.32 0.11
0.37 0.55 0.50
0.15 0.53 -0.04
-0.07 -0.20 0.10
-0.26 -0.14 0.46
-0.02 0.24 -0.45
0.58 -0.24 0.60
0.02 0.40 -0.11
0.53 -0.04 0.50
0.14 0.43 -0.42
-1.16 -0.55 -0.22
-0.39 0.57 -1.26
2.07 1.12 0.34
-0.56 -0.26 2.63
3.26 -3.49 -0.62
-2.96 2.14 -2.85
-1.33 1.54 -0.16
0.00 0.29 -0.08
0.14 -1.39 0.89
1.24 0.20 -0.15
-0.23 0.16 0.09
0.11 0.23 -0.16
-0.07 -0.50 0.13
-0.54 -0.87 0.77
-0.83 0.27 0.29